(1)
Below is a molecular structure, C3H8ErO, with properties calculated with wB97M-V/def2-TZVPD.

Structure (ORCA input):
```
! RIJCOSX wB97M-V def2-TZVPD def2/J DEFGRID3
* xyz 1 4
C 0.847 -1.780 0.091
O 0.481 -0.435 0.293
C -0.774 0.005 -0.320
C -0.967 1.448 0.077
H 1.773 -1.957 0.651
H 0.054 -2.451 0.456
H 1.031 -1.969 -0.978
H -1.554 -0.672 0.066
H -0.669 -0.167 -1.404
H 1.653 2.636 -0.221
H -1.914 1.562 0.624
H -1.030 2.199 -0.722
Er 1.070 1.581 1.387
*
```

## Properties
- <S²> = 3.754
- maximum force (eV/A) = 3.4
- E_tot (eV) = -32898.65077
- molecular weight (g mol⁻¹) = 227.4
- Kohn-Sham gap (spin up / spin down) (eV) = 7.59 / 7.61

***

(2)
Below is a molecular structure, C12H18NO5S2, with properties calculated with wB97M-V/def2-TZVPD.

Structure (ORCA input):
```
! RIJCOSX wB97M-V def2-TZVPD def2/J DEFGRID3
* xyz -1 1
C 0.634 -2.838 -0.428
C 1.934 -2.511 0.296
C 1.979 -1.016 0.670
C 3.149 -0.336 0.003
O 3.377 1.029 0.343
S 2.246 2.105 -0.061
O 1.613 1.603 -1.258
O 2.982 3.322 -0.198
N 1.356 2.041 1.260
S 0.028 2.929 1.273
O -0.101 3.536 2.580
O -0.122 3.832 0.159
C -1.322 1.756 1.265
C -1.624 1.010 -0.015
C -1.356 1.539 -1.274
C -1.642 0.835 -2.443
C -2.230 -0.421 -2.376
C -2.532 -0.941 -1.129
C -2.241 -0.251 0.053
C -2.662 -0.924 1.342
H 0.534 -2.163 -1.275
H 0.586 -3.868 -0.764
H -0.198 -2.600 0.222
H 1.946 -3.077 1.223
H 2.791 -2.763 -0.321
H 2.066 -0.856 1.741
H 1.045 -0.546 0.380
H 4.050 -0.846 0.340
H 3.116 -0.464 -1.075
H -2.198 2.273 1.638
H -1.050 1.026 2.015
H -0.898 2.508 -1.364
H -1.389 1.285 -3.388
H -2.431 -0.959 -3.288
H -3.010 -1.909 -1.077
H -3.737 -1.092 1.297
H -2.207 -1.907 1.405
H -2.482 -0.340 2.230
*
```

## Properties
- maximum force (eV/A) = 1.2
- E_tot (eV) = -46135.56618
- molecular weight (g mol⁻¹) = 320.4
- Kohn-Sham gap (eV) = 8.62

***

What did the second record say?
Below is a molecular structure, C12H18NO5S2, with properties calculated with wB97M-V/def2-TZVPD.

Structure (ORCA input):
```
! RIJCOSX wB97M-V def2-TZVPD def2/J DEFGRID3
* xyz -1 1
C 0.634 -2.838 -0.428
C 1.934 -2.511 0.296
C 1.979 -1.016 0.670
C 3.149 -0.336 0.003
O 3.377 1.029 0.343
S 2.246 2.105 -0.061
O 1.613 1.603 -1.258
O 2.982 3.322 -0.198
N 1.356 2.041 1.260
S 0.028 2.929 1.273
O -0.101 3.536 2.580
O -0.122 3.832 0.159
C -1.322 1.756 1.265
C -1.624 1.010 -0.015
C -1.356 1.539 -1.274
C -1.642 0.835 -2.443
C -2.230 -0.421 -2.376
C -2.532 -0.941 -1.129
C -2.241 -0.251 0.053
C -2.662 -0.924 1.342
H 0.534 -2.163 -1.275
H 0.586 -3.868 -0.764
H -0.198 -2.600 0.222
H 1.946 -3.077 1.223
H 2.791 -2.763 -0.321
H 2.066 -0.856 1.741
H 1.045 -0.546 0.380
H 4.050 -0.846 0.340
H 3.116 -0.464 -1.075
H -2.198 2.273 1.638
H -1.050 1.026 2.015
H -0.898 2.508 -1.364
H -1.389 1.285 -3.388
H -2.431 -0.959 -3.288
H -3.010 -1.909 -1.077
H -3.737 -1.092 1.297
H -2.207 -1.907 1.405
H -2.482 -0.340 2.230
*
```

## Properties
- maximum force (eV/A) = 1.2
- E_tot (eV) = -46135.56618
- molecular weight (g mol⁻¹) = 320.4
- Kohn-Sham gap (eV) = 8.62

***

Copy entry 1 word for word.
Below is a molecular structure, C3H8ErO, with properties calculated with wB97M-V/def2-TZVPD.

Structure (ORCA input):
```
! RIJCOSX wB97M-V def2-TZVPD def2/J DEFGRID3
* xyz 1 4
C 0.847 -1.780 0.091
O 0.481 -0.435 0.293
C -0.774 0.005 -0.320
C -0.967 1.448 0.077
H 1.773 -1.957 0.651
H 0.054 -2.451 0.456
H 1.031 -1.969 -0.978
H -1.554 -0.672 0.066
H -0.669 -0.167 -1.404
H 1.653 2.636 -0.221
H -1.914 1.562 0.624
H -1.030 2.199 -0.722
Er 1.070 1.581 1.387
*
```

## Properties
- <S²> = 3.754
- maximum force (eV/A) = 3.4
- E_tot (eV) = -32898.65077
- molecular weight (g mol⁻¹) = 227.4
- Kohn-Sham gap (spin up / spin down) (eV) = 7.59 / 7.61